The following is a DFT calculation (ωB97M-V/def2-TZVPD) of a 12-piece molecular cluster, C51H133N9O23 overall.

E_HOMO in eV: -8.2
SMILES: COCCNCCOC.COCCNCCOC.COCCNCCOC.COCCNCCOC.COCCNCCOC.COCCNCCOC.COCCNCCOC.NC(N)=O.OCCO.OCCO.OCCO.OCCO
Energy in eV: -115533.0478
2S+1: 1
Orbital gap in eV: 8.27

Positions of all 216 atoms, in Å:
C1 -24.67164 12.53664 -14.79133
O1 -24.58762 13.01702 -13.64486
N1 -24.97759 13.27626 -15.80276
N2 -24.31451 11.33755 -15.20525
H1 -25.10918 12.84332 -16.70573
H2 -25.27898 14.22977 -15.66104
H3 -24.52945 11.10563 -16.16448
H4 -23.71528 10.85655 -14.54977
C2 -25.49508 8.58412 -3.82733
O2 -24.72237 9.71702 -4.10119
C3 -24.62274 9.91850 -5.49945
C4 -23.64755 11.12372 -5.78543
N3 -22.19807 10.83787 -5.32988
C5 -21.62586 9.80397 -6.23702
C6 -20.35454 9.26442 -5.54900
O3 -20.59852 8.68558 -4.24820
C7 -21.63054 7.88175 -3.95629
H5 -25.08868 7.67584 -4.27227
H6 -26.46651 8.69929 -4.30812
H7 -25.40532 8.42629 -2.75256
H8 -25.63423 10.15867 -5.82703
H9 -24.26252 9.05379 -6.05678
H10 -23.95918 12.03308 -5.27157
H11 -23.67523 11.42204 -6.83344
H12 -22.44379 10.40989 -4.44865
H13 -21.26399 10.26499 -7.15605
H14 -22.32583 9.03205 -6.55683
H15 -19.63145 10.05904 -5.36512
H16 -19.80571 8.55286 -6.16590
H17 -21.48474 6.93749 -4.48090
H18 -22.64725 8.26923 -4.02160
H19 -21.45513 7.51630 -2.94447
C8 -32.69311 15.02900 -12.81587
O4 -31.58268 14.28123 -13.32938
C9 -30.87050 14.86608 -14.37394
C10 -29.54206 14.10808 -14.69357
N4 -29.89601 12.73401 -15.14316
C11 -28.72444 11.91939 -15.60060
C12 -27.97115 11.35297 -14.42776
O5 -28.72800 10.63498 -13.48676
C13 -28.02208 9.74671 -12.66588
H20 -32.44498 16.05027 -12.52687
H21 -33.15421 14.48383 -11.99229
H22 -33.47278 15.09426 -13.57480
H23 -30.48642 15.86771 -14.18075
H24 -31.40492 15.02878 -15.30990
H25 -29.06180 14.04860 -13.71689
H26 -28.84356 14.59849 -15.37158
H27 -30.24992 12.29315 -14.30620
H28 -28.12514 12.59330 -16.21279
H29 -29.16960 11.03284 -16.05223
H30 -27.42906 12.09632 -13.84324
H31 -27.19203 10.67454 -14.77532
H32 -27.14908 9.31866 -13.15857
H33 -28.60961 8.89817 -12.31531
H34 -27.65441 10.41898 -11.89066
C14 -17.85782 1.73347 -14.43047
O6 -17.63460 3.05373 -14.14578
C15 -18.39711 3.59866 -13.09022
C16 -18.28647 5.11299 -13.12136
N5 -18.78612 5.77719 -14.36430
C17 -20.20847 5.86166 -14.36208
C18 -20.81605 7.11385 -13.67045
O7 -20.55248 8.31722 -14.41588
C19 -21.14586 9.46127 -13.80866
H35 -18.70404 1.54715 -15.09175
H36 -17.96135 1.03872 -13.59698
H37 -16.91390 1.42188 -14.87770
H38 -18.02829 3.22224 -12.13608
H39 -19.41223 3.26250 -13.30146
H40 -17.23964 5.41428 -13.15971
H41 -18.82519 5.64672 -12.33841
H42 -18.34452 5.40609 -15.19339
H43 -20.75367 5.00477 -13.96636
H44 -20.53108 6.06950 -15.38229
H45 -20.50468 7.29285 -12.64132
H46 -21.90266 7.02849 -13.66041
H47 -22.17693 9.17955 -13.59503
H48 -21.14593 10.37919 -14.39647
H49 -20.70478 9.64576 -12.82912
C20 -34.02398 10.43779 -12.41034
O8 -33.49636 10.01600 -11.13964
C21 -32.13331 10.45758 -10.92843
C22 -32.18434 11.78045 -10.14705
N6 -30.86269 12.35337 -9.76917
C23 -29.86177 12.50772 -10.84552
C24 -28.52758 13.14830 -10.40535
O9 -27.66066 12.26497 -9.63372
C25 -26.45855 12.95903 -9.28109
H50 -33.98413 11.50365 -12.63496
H51 -35.07777 10.15943 -12.42248
H52 -33.54155 9.89164 -13.22095
H53 -31.65262 10.47723 -11.90652
H54 -31.60619 9.68323 -10.37111
H55 -32.80388 11.70132 -9.25374
H56 -32.64826 12.50705 -10.81409
H57 -30.43954 11.61280 -9.22825
H58 -30.32862 13.19010 -11.55581
H59 -29.52477 11.64734 -11.42368
H60 -28.75589 14.08469 -9.89628
H61 -27.99738 13.30897 -11.34406
H62 -26.80003 13.69778 -8.55600
H63 -26.03956 13.57406 -10.07751
H64 -25.75561 12.27604 -8.80413
C26 -25.24594 7.38540 -15.23122
O10 -24.69607 6.50532 -14.35844
C27 -24.87331 6.86953 -12.91547
C28 -24.55625 5.71619 -11.89016
N7 -23.10304 5.45594 -11.82985
C29 -22.77187 4.36490 -10.87777
C30 -21.39807 3.70081 -11.02247
O11 -21.10433 2.99269 -9.80129
C31 -19.78243 2.70529 -9.59762
H65 -24.72825 8.34461 -15.23492
H66 -26.32461 7.46537 -15.09642
H67 -25.08908 7.09893 -16.27114
H68 -25.91569 7.10690 -12.70284
H69 -24.31901 7.78031 -12.68892
H70 -25.23625 4.87246 -12.00773
H71 -24.95086 6.09888 -10.94892
H72 -22.77892 5.20046 -12.75168
H73 -23.45458 3.51666 -10.82781
H74 -22.78309 4.68305 -9.83530
H75 -20.61942 4.45654 -11.12579
H76 -21.49302 2.93856 -11.79581
H77 -19.50167 1.85047 -10.21289
H78 -19.63157 2.46619 -8.54492
H79 -19.12422 3.55493 -9.77920
C32 -18.11285 5.91175 -3.84600
O12 -17.75842 5.40634 -5.13753
C33 -16.74253 6.21134 -5.72071
C34 -16.66621 6.20411 -7.16997
N8 -17.70328 7.13380 -7.68594
C35 -17.47367 7.53929 -9.12384
C36 -18.70981 8.36924 -9.63326
O13 -19.65548 7.51940 -10.18639
C37 -20.63193 6.93784 -9.33846
H80 -19.00979 5.44928 -3.43404
H81 -18.36762 6.97154 -3.83946
H82 -17.32439 5.87970 -3.09407
H83 -15.84243 5.70641 -5.37004
H84 -16.82684 7.25153 -5.40608
H85 -16.70121 5.21096 -7.61778
H86 -15.71768 6.67127 -7.43485
H87 -18.63852 6.76372 -7.59383
H88 -17.34973 6.67208 -9.77245
H89 -16.60311 8.19398 -9.16401
H90 -18.36919 8.92980 -10.50380
H91 -19.22755 8.95567 -8.87422
H92 -21.48689 6.56111 -9.89989
H93 -20.96797 7.61969 -8.55727
H94 -20.20845 6.06280 -8.84543
C38 -24.50768 7.06993 -7.76254
O14 -24.77978 6.43923 -6.45225
C39 -23.58935 5.69549 -5.96905
C40 -23.27863 4.48454 -6.95136
N9 -21.84694 4.26435 -7.14554
C41 -21.12726 3.72527 -5.99084
C42 -21.64342 2.31698 -5.56488
O15 -20.61890 1.48617 -5.07500
C43 -20.17981 1.81884 -3.77534
H95 -23.44668 7.31790 -7.79232
H96 -25.15246 7.93371 -7.92454
H97 -24.73855 6.34898 -8.54678
H98 -23.75477 5.30009 -4.96686
H99 -22.78398 6.42546 -5.88767
H100 -23.73267 4.65196 -7.92805
H101 -23.74822 3.55779 -6.62162
H102 -21.65139 3.79770 -8.01966
H103 -21.06166 4.49165 -5.21854
H104 -20.05934 3.66372 -6.20027
H105 -21.98261 1.75612 -6.43579
H106 -22.55833 2.39119 -4.97706
H107 -20.77368 1.46569 -2.93231
H108 -20.13349 2.90511 -3.69810
H109 -19.10375 1.66006 -3.70466
C44 -23.85173 9.30993 -10.31429
C45 -24.56738 10.32612 -11.20363
O16 -23.75448 11.42768 -11.56790
O17 -23.67056 10.00928 -9.10266
H110 -22.93918 8.94463 -10.78536
H111 -24.46201 8.44867 -10.04248
H112 -25.53167 10.58221 -10.76469
H113 -24.87928 9.79368 -12.10214
H114 -24.14953 12.02487 -12.20734
H115 -23.08709 10.76007 -9.23488
C46 -28.03976 8.94849 -7.02913
C47 -28.90555 9.29883 -8.27717
O18 -28.03778 9.61295 -9.36452
O19 -28.86655 8.67187 -5.90976
H116 -27.32046 9.73893 -6.81485
H117 -27.38829 8.09172 -7.20125
H118 -29.58351 10.11097 -8.01468
H119 -29.60383 8.51452 -8.56935
H120 -27.75661 10.52965 -9.31757
H121 -29.36173 9.47834 -5.74847
C48 -28.80711 6.10732 -11.21369
C49 -27.86398 6.18723 -10.04096
O20 -26.99566 7.27011 -10.17809
O21 -29.81981 7.15009 -11.07412
H122 -29.28373 5.12897 -11.15237
H123 -28.39916 6.19798 -12.22039
H124 -27.14612 5.36707 -10.03115
H125 -28.24468 6.17817 -9.01965
H126 -27.53122 8.05439 -10.03778
H127 -30.21626 7.28053 -11.93865
C50 -20.81626 11.71846 -9.19320
C51 -20.17642 12.26591 -10.49450
O22 -20.96468 11.76220 -11.56225
O23 -22.11025 12.16369 -8.95248
H128 -20.21124 12.00173 -8.33192
H129 -21.00105 10.64522 -9.23913
H130 -19.18940 11.82276 -10.62677
H131 -20.04466 13.33889 -10.63397
H132 -21.90726 11.75145 -11.38054
H133 -22.03471 13.10609 -8.78581

Forces on atoms 1 to 6 (eV/Å):
C 1.1591 1.1171 2.8009
O -0.1690 -0.9657 -0.3747
N -1.9781 3.1328 -3.2867
N 0.3876 -2.2090 0.9862
H 0.0257 0.6050 0.0971
H -0.0477 -0.2980 -0.0421

Atom charges from the Mulliken analysis, given in e for atoms 1 to 8: 0.821 -0.815 -0.459 -0.183 0.129 0.268 0.178 -0.074